# 1
Here is a molecular structure, C19H28EuN7O2 from the Open Molecules 2025 dataset. Energies are from wB97M-V/def2-TZVPD.

Geometry (Å):
Eu -0.116670 -0.420063 0.758302
N -1.975766 -1.441739 -0.735913
C -3.069121 -0.435557 -0.852490
C -2.504363 0.980260 -0.880246
N -1.829569 1.375367 0.386007
C -2.806573 1.591168 1.480392
C -2.423108 0.868093 2.769297
N -2.134451 -0.561170 2.486294
C -1.027860 2.601260 0.131778
C -0.025537 2.909038 1.238138
N 0.979101 1.817755 1.347540
H -1.512290 -1.496295 -1.641206
H -2.400902 -2.355267 -0.609218
H -3.753104 -0.576336 -0.015038
H -3.647004 -0.584835 -1.765558
H -3.300739 1.689803 -1.127036
H -1.757178 1.029358 -1.673445
H -3.790679 1.243732 1.164006
H -2.906522 2.656853 1.698036
H -3.239783 0.986330 3.483754
H -1.526011 1.307163 3.211763
H -2.996810 -0.996822 2.169388
H -1.932055 -1.031059 3.364804
H -1.689990 3.463685 0.003763
H -0.474905 2.451464 -0.797128
H -0.523074 3.019746 2.201784
H 0.440577 3.866596 1.001272
H 1.593294 2.023297 2.128100
H 1.570132 1.865745 0.516466
O 0.544808 1.878128 -3.286833
C 0.829473 0.745342 -3.994028
C 0.783374 0.764716 -5.382123
C 1.119975 -0.358605 -6.114979
C 1.530419 -1.520064 -5.473031
C 1.590976 -1.548163 -4.096766
C 1.227650 -0.434449 -3.330805
C 1.235492 -0.541692 -1.867521
O 0.468687 0.242945 -1.160085
N 2.027621 -1.432753 -1.302826
N 1.821816 -1.510771 0.041470
C 2.758761 -1.893139 0.827048
C 2.488290 -1.881774 2.265344
C 3.384116 -2.443755 3.165647
C 3.099506 -2.405898 4.519994
C 1.934062 -1.782032 4.939561
C 1.101799 -1.231126 3.983031
N 1.346508 -1.276082 2.670713
H 0.513601 2.620442 -3.900362
H 0.495317 1.677726 -5.891789
H 1.069361 -0.320552 -7.194824
H 1.803823 -2.392513 -6.049510
H 1.931285 -2.431947 -3.573719
H 3.737869 -2.181383 0.453942
H 4.289635 -2.904013 2.793449
H 3.773422 -2.851572 5.239013
H 1.675743 -1.718297 5.986789
H 0.197559 -0.716275 4.289568

Forces on atoms 1 to 2 (eV/Å):
Eu -1.186 -0.056 2.073
N -0.079 0.144 -0.021

## Properties
F_max: 2.4 eV/A
Total charge: +2
Energy: -54001.065 eV
<S²>: 12.010
LUMO level (spin up / spin down): -6.739 / -6.415 eV
Kohn-Sham gap (spin up / spin down): 6.617 / 6.943 eV
2S+1: 7
HOMO level (spin up / spin down): -13.357 / -13.357 eV



# 2
Here is a molecular structure, C19H28F5O3TeV from the Open Molecules 2025 dataset. Energies are from wB97M-V/def2-TZVPD.

Geometry (Å):
O 1.726632 0.602981 -0.136441
C 2.087215 -0.849501 -0.408275
C 3.163397 -0.539723 -1.431572
H 1.204053 -1.356680 -0.824226
H 2.459999 -1.303525 0.524999
C 2.902589 0.931837 -1.115747
H 2.959346 -0.862794 -2.456529
H 4.169424 -0.876201 -1.157404
C 2.450951 1.740345 -2.295798
H 1.549961 1.321595 -2.758172
H 3.266079 1.730064 -3.037249
H 2.267057 2.788043 -2.033012
C 4.102151 1.488594 -0.383336
H 4.361569 0.823615 0.450085
H 3.945057 2.515276 -0.008243
H 4.938336 1.509234 -1.102582
V 0.177532 1.012728 0.944389
C -0.237572 1.576276 3.526481
C -0.788876 0.298398 3.355338
C 0.181153 -0.546526 2.742301
H -1.740489 -0.033656 3.780407
C 1.419475 0.193513 2.642070
C 1.115133 1.555250 3.046595
H 1.854137 2.346551 3.132446
H -0.745229 2.407792 4.014922
H 0.072383 -1.597683 2.488693
H 2.392795 -0.216031 2.440903
C -1.624237 3.063761 1.214619
C -0.331283 3.475740 1.555793
C 0.561602 3.186762 0.485511
H -0.067584 4.050950 2.462953
C -0.240054 2.620168 -0.589640
C -1.590534 2.517389 -0.108572
H -2.421629 2.218881 -0.694763
H -2.529566 3.209888 1.801187
H 1.605157 3.484180 0.407490
H 0.076344 2.397906 -1.600123
O -2.033526 -2.304816 -3.018153
C -0.896054 -2.269314 -2.141731
C -0.940115 -3.473150 -1.178892
H -0.887009 -1.304543 -1.611315
H 0.035913 -2.305727 -2.736042
C -2.255381 -4.229438 -1.519786
H -0.990689 -3.080277 -0.162877
H -0.051663 -4.124191 -1.285754
C -2.659323 -3.607735 -2.881372
H -3.005957 -3.977871 -0.753006
H -2.114781 -5.318689 -1.592838
H -3.752774 -3.492880 -3.035948
H -2.256899 -4.274683 -3.678363
F -2.684229 -1.668734 2.296159
Te -3.227501 -0.435356 0.950092
F -5.021785 -0.775293 1.485311
F -3.397181 -1.859958 -0.257138
F -3.908035 0.716615 -0.400715
F -3.229674 1.010794 2.201336
O -1.415808 -0.110149 0.445534

Forces on atoms 1 to 2 (eV/Å):
O 3.901 -2.571 -3.047
C -0.893 0.066 0.540

## Properties
F_max: 5.6 eV/A
Total charge: -1
Energy: -72867.194 eV
<S²>: 3.792
LUMO level (spin up / spin down): 2.102 / 2.101 eV
ΔE to the lowest compared entry with this formula, charge and spin: 0.0 kcal/mol
Kohn-Sham gap (spin up / spin down): 4.303 / 6.375 eV
2S+1: 4
HOMO level (spin up / spin down): -2.201 / -4.273 eV



# 3
Here is a molecular structure, C19H28F5O3TeV from the Open Molecules 2025 dataset. Energies are from wB97M-V/def2-TZVPD.

Geometry (Å):
O 0.209127 -0.053379 -3.301846
C 0.246430 1.237076 -4.005479
C 0.172063 0.579770 -5.374969
H 1.181431 1.753668 -3.763406
H -0.623952 1.840709 -3.726503
C 0.241753 -0.753209 -4.584895
H 1.026336 0.771608 -6.024601
H -0.803729 0.721797 -5.858820
C 1.501458 -1.580524 -4.755720
H 2.415290 -1.050457 -4.464988
H 1.601887 -1.871020 -5.811015
H 1.427551 -2.491011 -4.143182
C -0.988096 -1.610199 -4.761341
H -1.887157 -1.032682 -4.505467
H -0.902733 -2.519841 -4.148109
H -1.059504 -1.906857 -5.815452
V -0.447002 -0.737595 2.516043
C -2.391725 -1.062724 3.601381
C -2.168079 0.353745 3.651320
C -2.139238 0.848064 2.310663
H -2.098338 0.954445 4.546463
C -2.395813 -0.257945 1.420899
C -2.573686 -1.426729 2.222262
H -2.868420 -2.397240 1.841019
H -2.443573 -1.739843 4.447042
H -1.993006 1.875930 1.998525
H -2.492794 -0.191012 0.339544
C 0.892566 -2.185423 3.737531
C -0.041671 -2.923432 2.924056
C 0.282327 -2.685115 1.542994
H -0.803275 -3.602921 3.296103
C 1.400305 -1.781520 1.504126
C 1.798425 -1.520982 2.850827
H 2.679012 -0.963553 3.129772
H 0.914035 -2.163907 4.821856
H -0.179500 -3.143240 0.670778
H 1.889173 -1.380019 0.618847
O 1.621541 1.042217 -0.876795
C 0.321268 0.451894 -0.916229
C -0.765850 1.536681 -0.973973
H 0.110091 -0.305703 -0.136704
H 0.415563 -0.132923 -1.845013
C 0.046232 2.827801 -1.074286
H -1.304932 1.546802 -0.022521
H -1.494843 1.400335 -1.774396
C 1.322470 2.373911 -0.326651
H -0.473937 3.690839 -0.616141
H 0.294678 3.048179 -2.141691
H 1.089096 2.255574 0.768714
H 2.250866 2.947321 -0.460181
F 1.586624 2.404346 6.152448
Te 1.140917 1.646201 4.463986
F 2.725696 0.600697 4.623686
F -0.482614 2.657714 4.456213
F 2.106329 2.987118 3.527316
F 0.223686 0.228204 5.401753
O 0.689222 0.888332 2.824203

Forces on atoms 1 to 2 (eV/Å):
O -0.208 0.051 -3.776
C 0.005 -0.080 0.660

## Properties
F_max: 3.8 eV/A
Energy: -72866.239 eV
<S²>: 2.037
LUMO level (spin up / spin down): -1.366 / -1.401 eV
Kohn-Sham gap (spin up / spin down): 6.829 / 7.205 eV
2S+1: 3
HOMO level (spin up / spin down): -8.195 / -8.607 eV



# 4
Here is a molecular structure, C19H28F9N2O4P3Ti from the Open Molecules 2025 dataset. Energies are from wB97M-V/def2-TZVPD.

Geometry (Å):
Ti -0.349580 0.505739 1.343797
C -0.038706 0.284598 5.676162
C 0.417622 0.004541 4.275403
O -0.143823 0.634258 3.373046
C 1.447216 -0.953238 4.019481
C 2.017052 -1.204552 2.791132
C 3.193702 -2.129937 2.711015
N 1.559384 -0.615244 1.657526
N 2.334744 -0.847914 0.610736
C 1.813086 -0.286503 -0.500935
O 0.696643 0.260707 -0.529904
C 2.660296 -0.327629 -1.716978
C 2.328845 0.480161 -2.799150
C 3.083824 0.438287 -3.960161
C 4.172716 -0.418910 -4.046445
C 4.510830 -1.222544 -2.965866
C 3.760960 -1.175626 -1.800521
H -0.278017 1.343001 5.758321
H 0.697025 -0.006747 6.424522
H -0.965270 -0.267432 5.848955
H 1.858588 -1.465958 4.878264
H 3.372494 -2.587504 3.682483
H 4.088024 -1.590064 2.399111
H 3.024827 -2.909167 1.967950
H 1.486742 1.149397 -2.704407
H 2.822994 1.076800 -4.794590
H 4.763299 -0.458081 -4.953417
H 5.362130 -1.888486 -3.029683
H 4.013316 -1.794192 -0.950841
C -3.390832 2.365687 -0.550527
P -1.808368 1.535076 -0.903829
C -1.058246 2.740752 -2.056753
C -2.441880 0.249447 -2.081684
C -1.420459 -0.560539 -2.891537
P -0.695922 -2.039265 -2.050784
C -2.188101 -3.114074 -1.983398
C 0.143457 -2.811970 -3.503250
H -3.914939 2.626306 -1.473924
H -3.193807 3.266063 0.030892
H -4.019834 1.728398 0.067366
H -1.779815 3.076924 -2.805933
H -0.192475 2.324098 -2.567584
H -0.715076 3.592235 -1.467588
H -3.107602 0.768223 -2.778748
H -3.076745 -0.408967 -1.482548
H -0.590153 0.074043 -3.209960
H -1.897938 -0.932833 -3.807290
H -2.703089 -3.157612 -2.949393
H -2.868275 -2.734193 -1.220725
H -1.907918 -4.126560 -1.691864
H -0.539357 -2.939277 -4.350910
H 0.541609 -3.787978 -3.224494
H 0.982650 -2.185730 -3.814156
F 2.042200 2.405814 0.502786
C 0.923375 2.401262 1.331482
F 1.451135 2.776842 2.548045
F 0.232807 3.533933 0.916518
O -1.752275 -0.900955 0.757040
O -1.178271 -1.351096 1.831407
F -2.182476 1.553520 2.003654
P -3.395531 1.653294 3.210317
F -3.830846 3.056834 2.554039
F -2.898586 0.240699 3.790194
F -4.379655 0.879198 2.191294
F -2.348137 2.417800 4.150202
F -4.551604 1.756871 4.316623

Forces on atoms 1 to 2 (eV/Å):
Ti -0.215 0.167 -0.399
C 0.051 -0.030 0.088

## Properties
F_max: 0.5 eV/A
Total charge: -1
Energy: -106775.000 eV
<S²>: 3.777
LUMO level (spin up / spin down): 2.492 / 0.789 eV
ΔE to the lowest compared entry with this formula, charge and spin: 6.4 kcal/mol
Kohn-Sham gap (spin up / spin down): 7.052 / 6.624 eV
2S+1: 4
HOMO level (spin up / spin down): -4.560 / -5.834 eV



> 2S+1 of number 4 (C19H28F9N2O4P3Ti)?

4